This record from OMol25 describes a molecular structure, C20H24B2ClF4N2O10PS2SeW. The level of theory is the ωB97M-V functional and the def2-TZVPD basis.

The calculation puts the HOMO-LUMO gap at 5.60 eV. The molecular weight is 943.393 g/mol. The calculation puts the HOMO energy at -1.99 eV. The energy above the lowest of the compared OMol25 structures with the same formula, charge and spin is 46.1 kcal/mol.

Structure (ORCA input):
```
! RIJCOSX wB97M-V def2-TZVPD def2/J DEFGRID3
* xyz -2 1
W -2.2255 -0.5290 -0.1031
O -1.4467 0.3915 3.3548
B -1.5487 -0.9357 2.8498
O -1.0537 -1.8540 3.8162
C -0.8721 -1.1147 4.9299
C -0.4956 -1.5348 6.1835
C -0.3667 -0.5569 7.1786
C -0.6049 0.7819 6.9059
C -0.9830 1.2034 5.6239
C -1.1103 0.2375 4.6553
H -0.3071 -2.5811 6.3804
H -0.0729 -0.8543 8.1778
H -0.4951 1.5165 7.6946
H -1.1674 2.2442 5.3949
C 2.8834 2.9890 0.0896
C 3.4796 2.1187 1.1814
C 4.9558 1.8295 0.9447
O 2.7826 0.8928 1.4400
P 2.0835 -0.1733 0.4457
S 1.9697 -1.8730 1.3380
S 0.4069 0.6699 -0.2746
O 3.1836 -0.1202 -0.7445
C 3.0691 -0.6388 -2.0749
C 2.7861 0.5303 -3.0017
C 2.0617 -1.7583 -2.2248
H 3.4319 3.9352 0.0634
H 1.8309 3.1896 0.2742
H 2.9651 2.5081 -0.8835
H 3.3819 2.6544 2.1321
H 5.0897 1.3017 0.0035
H 5.3493 1.2061 1.7469
H 5.5187 2.7668 0.9164
H 4.0702 -1.0382 -2.2835
H 1.8272 0.9812 -2.7345
H 2.7392 0.1842 -4.0371
H 3.5646 1.2898 -2.9181
H 1.0423 -1.4034 -2.0821
H 2.2314 -2.5540 -1.5013
H 2.1529 -2.1686 -3.2331
Cl -4.9415 0.7887 -1.9699
C -4.5191 2.2489 -1.0404
C -3.0303 2.4370 -0.7575
O -2.6590 3.5811 -0.5870
O -2.2373 1.4152 -0.7519
H -5.0415 2.2101 -0.0859
H -4.8550 3.1130 -1.6038
O -1.4825 -1.1981 1.4897
Se -4.6210 -0.9040 2.0479
O -3.4553 -1.1861 3.2294
O -3.2971 -1.6475 -0.7825
O -3.5337 0.2210 0.9412
F -0.8293 -2.2722 -0.6879
B -0.9566 -3.7572 -0.7073
F -1.7967 -4.1498 0.2947
F -1.4747 -4.0583 -1.9830
F 0.3248 -4.2415 -0.5792
N -0.2925 -0.6809 -7.6655
C -0.5762 -0.6361 -6.5518
C -0.9388 -0.5694 -5.1516
C -1.5222 -1.6544 -4.5184
C -1.8601 -1.5480 -3.1778
N -1.6271 -0.4308 -2.4722
C -1.0573 0.6179 -3.0830
C -0.7064 0.5869 -4.4225
H -1.7037 -2.5798 -5.0458
H -2.2997 -2.3778 -2.6461
H -0.8718 1.4885 -2.4739
H -0.2458 1.4498 -4.8826
*
```

Mulliken population analysis, charges in e, atoms 1 to 4: 2.00, -0.46, 1.16, -0.51